No. 1
Density functional theory data (wB97M-V/def2-TZVPD) for a structure of composition C21H14F9N3ORuSe.

Output
Spin multiplicity: 5
Lowest unoccupied orbital energy (spin up / spin down), eV: -7.93 / -9.53
Orbital gap (spin up / spin down), eV: 7.2380 / 5.7729
<S²>: 6.03
Total charge: +2
Max |F|, eV/A: 0.76

Last column: Löwdin charge in e.
Cartesian coordinates (Å):
Ru -0.3262 -0.2888 -0.3475  1.2706
C 1.4378 1.2166 4.4732  -0.0198
C 0.4988 0.2389 4.7910  -0.0228
C 0.0154 -0.6138 3.8159  0.0164
C 0.5038 -0.4661 2.5186  -0.2487
C 1.4455 0.5073 2.1843  -0.0426
C 1.9127 1.3542 3.1746  -0.0373
N -0.0105 -1.2671 1.4633  -0.0845
N -0.5484 -2.3456 1.7389  0.1675
C -1.1292 -3.0124 0.6402  -0.2845
C -1.5423 -4.3211 0.8047  0.0549
C -2.0686 -4.9694 -0.3067  0.0153
C -2.1608 -4.2809 -1.5070  0.0080
C -1.7371 -2.9628 -1.5735  -0.0848
N -1.2371 -2.3322 -0.5094  -0.0039
H 1.8014 1.8766 5.2490  0.1262
H 0.1343 0.1511 5.8047  0.1263
H -0.7338 -1.3576 4.0424  0.1236
H 1.8505 0.5598 1.1783  0.0581
H 2.6504 2.1081 2.9408  0.1208
H -1.4419 -4.7980 1.7681  0.1375
H -2.4007 -5.9953 -0.2317  0.1354
H -2.5686 -4.7484 -2.3915  0.1320
H -1.8217 -2.3914 -2.4884  0.1241
F -4.0489 3.2146 0.3312  0.2133
C -3.3630 2.2678 0.9612  -0.5737
F -4.1960 1.4463 1.5708  0.2164
F -2.5764 2.8321 1.8734  0.2021
C -2.4806 1.4870 -0.0619  -0.2561
O -1.8078 0.4821 0.6078  -0.1958
C -1.4019 2.4145 -0.6671  -0.5203
F -0.4868 2.7465 0.2253  0.1952
F -1.8053 3.4592 -1.3150  0.2700
F -0.6832 1.5839 -1.5867  0.0089
C -3.3559 0.8434 -1.1841  -0.5449
F -3.7784 1.7206 -2.0704  0.2289
F -4.3742 0.1806 -0.6806  0.2268
F -2.5825 -0.0741 -1.8500  0.0913
Se 1.7004 -0.9817 -1.5167  0.9284
C 2.8390 0.2943 -2.2311  -0.6175
C 3.4026 -0.0043 -3.4906  -0.0964
C 4.2824 0.8910 -4.0592  -0.0273
C 4.6236 2.0571 -3.3783  0.0041
C 4.0799 2.3480 -2.1237  -0.0308
C 3.1934 1.4728 -1.5435  -0.0985
H 3.1341 -0.9196 -4.0007  0.1108
H 4.7103 0.6871 -5.0304  0.1289
H 5.3265 2.7471 -3.8254  0.1306
H 4.3589 3.2597 -1.6144  0.1266
H 2.7663 1.6824 -0.5720  0.0912

***

No. 2
Density functional theory data (wB97M-V/def2-TZVPD) for a structure of composition C21H14N3O7SeW.

Output
Energy above the lowest of the compared OMol25 structures with the same formula, charge and spin, eV: 0.113
Spin multiplicity: 3
Lowest unoccupied orbital energy (spin up / spin down), eV: -4.07 / -4.40
Orbital gap (spin up / spin down), eV: 6.6960 / 7.7713
<S²>: 2.03
Total charge: +1
Max |F|, eV/A: 0.76

Last column: Löwdin charge in e.
Cartesian coordinates (Å):
W -0.3512 0.1504 0.4174  1.7313
O -5.0385 -3.5529 1.6051  0.1267
C -4.0873 -2.6357 1.4103  -0.2507
C -3.3151 -2.1018 2.4518  0.1081
C -2.3830 -1.1580 2.1154  -0.1554
N -2.2107 -0.7498 0.8681  -0.0080
C -2.8850 -1.3010 -0.1333  -0.1398
C -3.8544 -2.2438 0.0878  0.1201
C -2.3496 -0.8748 -1.4840  -0.4931
O -2.8741 -1.1348 -2.5213  0.1674
O -1.2040 -0.1957 -1.3367  -0.1750
C -1.3682 -0.5491 3.0709  -0.5140
O -1.3647 -0.7493 4.2454  0.1619
O -0.5115 0.2348 2.4082  -0.2605
H -5.1328 -3.7623 2.5409  0.1321
H -3.4184 -2.4131 3.4841  0.1466
H -4.4012 -2.6831 -0.7355  0.1525
C 1.9035 -3.3819 1.4414  0.0276
C 1.5922 -2.1564 0.6538  -0.2886
O 0.4272 -1.7063 0.7211  -0.0803
C 2.5741 -1.5262 -0.2066  -0.0925
C 3.6730 -2.2709 -0.6648  -0.0047
C 4.5305 -1.7466 -1.6016  -0.0499
C 4.3068 -0.4508 -2.0745  -0.0306
C 3.2614 0.3191 -1.6077  0.0167
C 2.3936 -0.2083 -0.6603  -0.2705
O 1.4302 0.5922 -0.1608  -0.2145
H 1.1395 -3.5283 2.1992  0.0989
H 2.8885 -3.3110 1.8997  0.1067
H 1.9069 -4.2505 0.7772  0.1129
H 3.8260 -3.2795 -0.3024  0.1204
H 5.3627 -2.3294 -1.9695  0.1157
H 4.9785 -0.0337 -2.8146  0.1201
H 3.1101 1.3372 -1.9397  0.1275
Se -1.0012 3.0410 2.0916  1.2578
N -0.8202 2.1974 0.4823  -0.3749
C -0.4738 3.1335 -0.4032  -0.3272
C -0.2354 2.9186 -1.7993  -0.0187
C 0.1083 3.9810 -2.5586  -0.0372
C 0.2457 5.3134 -2.0198  -0.0488
C 0.0201 5.5610 -0.7161  -0.0026
C -0.3565 4.4640 0.1342  -0.3617
N -0.6004 4.5995 1.4224  -0.2106
H -0.3517 1.9358 -2.2297  0.1022
H 0.2789 3.8343 -3.6178  0.1170
H 0.5258 6.1214 -2.6824  0.1147
H 0.1054 6.5504 -0.2880  0.1247

***

No. 3
Density functional theory data (wB97M-V/def2-TZVPD) for a structure of composition C21H15BrIrN3O4Se.

Output
Energy above the lowest of the compared OMol25 structures with the same formula, charge and spin, eV: 1.050
Spin multiplicity: 2
Lowest unoccupied orbital energy (spin up / spin down), eV: -5.44 / -6.52
Orbital gap (spin up / spin down), eV: 6.3344 / 5.2231
<S²>: 0.76
Total charge: +1
Max |F|, eV/A: 0.63

Last column: Löwdin charge in e.
Cartesian coordinates (Å):
Ir 0.2329 0.1724 0.6146  0.9593
C 3.7845 -1.4445 1.2435  0.0124
C 3.4625 -0.1594 0.5634  -0.2959
N 2.2813 0.3948 0.3051  -0.0305
C 2.5232 1.6541 -0.2229  -0.1263
C 3.8660 1.8337 -0.3357  -0.0403
N 4.4231 0.6892 0.1637  0.2016
C 4.7907 2.9246 -0.7822  -0.4713
O 4.2533 4.0350 -1.2117  0.1723
O 5.9735 2.7086 -0.7125  0.1352
C 1.4018 2.5977 -0.4578  -0.5685
O 1.6125 3.7105 -0.9115  0.1061
O 0.2429 2.1381 -0.1269  -0.2391
H 2.9769 -1.7471 1.9064  0.0694
H 4.6965 -1.3167 1.8260  0.1019
H 3.9633 -2.2452 0.5276  0.0954
H 5.4263 0.5635 0.2224  0.1882
H 3.2555 4.0181 -1.1686  0.0895
Br -2.2290 0.1495 0.6827  0.9635
C -2.4455 -1.7419 0.8662  -0.5310
C -3.6871 -2.2633 1.0590  -0.0862
C -3.8139 -3.6653 1.0800  -0.0448
C -2.7165 -4.4514 0.8676  -0.0009
C -1.4374 -3.8863 0.6503  -0.1507
C -0.3151 -4.6961 0.3541  0.0032
C 0.8917 -4.1213 0.0787  -0.0458
C 1.0482 -2.7259 0.1773  -0.1129
C 0.0211 -1.8718 0.5165  -0.2808
C -1.2691 -2.4791 0.6896  -0.2409
H -4.5549 -1.6284 1.1749  0.1171
H -4.7879 -4.1062 1.2373  0.1189
H -2.8149 -5.5291 0.8481  0.1256
H -0.4395 -5.7709 0.3189  0.1266
H 1.7392 -4.7353 -0.1950  0.1157
H 2.0169 -2.3164 -0.0538  0.0565
Se 0.3712 1.3643 2.6121  1.0046
C -0.1141 -0.0410 3.8175  -0.5826
C 0.8106 -1.0173 4.1530  -0.1021
C 0.3973 -2.0296 5.0069  -0.1157
N -0.8317 -2.1070 5.5049  0.0883
C -1.7022 -1.1581 5.1843  -0.1154
C -1.3941 -0.0917 4.3474  -0.1028
H 1.8226 -0.9971 3.7727  0.0910
H 1.0875 -2.8117 5.3008  0.1176
H -2.6930 -1.2456 5.6139  0.1183
H -2.1391 0.6594 4.1202  0.1064